{"formula": "C21H42F2O7P2Si", "method": "the ωB97M-V functional and the def2-TZVPD basis", "symbols": ["C", "C", "O", "C", "C", "O", "C", "C", "O", "C", "P", "C", "F", "F", "C", "C", "Si", "C", "C", "C", "C", "C", "C", "C", "C", "H", "H", "H", "H", "H", "H", "H", "H", "H", "H", "H", "H", "H", "H", "H", "H", "H", "H", "H", "H", "H", "H", "H", "H", "H", "H", "H", "H", "H", "H", "H", "H", "H", "C", "O", "P", "O", "O", "C", "O", "C", "H", "H", "H", "H", "H", "H", "H", "H", "H"], "xyz": [[-2.7509, 4.0506, -4.7946], [-2.7477, 2.9501, -5.8407], [-1.6505, 3.1418, -6.7184], [-1.0278, 1.9581, -7.1854], [0.3600, 1.8306, -6.5701], [0.3251, 1.2318, -5.2873], [0.3526, -0.1727, -5.3497], [-0.0117, -0.7412, -3.9942], [0.7276, -0.0923, -2.9905], [1.0651, -0.8887, -1.8795], [-0.0468, -0.5793, -0.3725], [-1.2272, -0.3389, 1.1561], [-2.5065, -0.5553, 0.6806], [-1.0300, -1.3192, 2.0899], [-1.2029, 1.0376, 1.7816], [-0.1796, 1.1825, 2.9191], [-0.5538, 2.6515, 4.0537], [-1.1664, 2.0282, 5.7144], [-1.9153, 3.7503, 3.3446], [0.9344, 3.7808, 4.2930], [2.1156, 3.6991, 3.5517], [3.1500, 4.6066, 3.7812], [3.0268, 5.5969, 4.7561], [1.8656, 5.6847, 5.5164], [0.8324, 4.7750, 5.2790], [-2.1335, 3.7680, -3.9488], [-2.3869, 4.9777, -5.2230], [-3.7618, 4.2179, -4.4336], [-2.6919, 1.9898, -5.3314], [-3.6745, 2.9959, -6.4163], [-0.9092, 2.0425, -8.2657], [-1.6251, 1.0808, -6.9484], [0.7290, 2.8417, -6.4329], [1.0230, 1.2848, -7.2458], [1.3483, -0.5255, -5.6375], [-0.3744, -0.5342, -6.0805], [0.1896, -1.8131, -4.0270], [-1.0852, -0.5909, -3.8504], [1.0426, -1.9604, -2.0973], [2.0965, -0.6653, -1.5903], [-1.1604, -0.2836, -1.2071], [0.7654, 0.4950, 0.0831], [0.1292, -1.9387, 0.0378], [-0.9557, 1.7661, 1.0123], [-2.2062, 1.2364, 2.1449], [-0.2319, 0.2912, 3.5410], [0.8387, 1.2173, 2.5368], [-1.9707, 1.3056, 5.5894], [-0.3863, 1.5444, 6.2988], [-1.5568, 2.8562, 6.3008], [-1.9955, 4.6454, 3.9547], [-1.5872, 4.0765, 2.3571], [-2.8680, 3.2424, 3.2418], [2.2304, 2.9335, 2.8012], [4.0645, 4.5685, 3.2066], [3.8152, 6.3112, 4.9338], [1.7338, 6.4378, 6.2763], [-0.0658, 4.8672, 5.8753], [1.3292, -9.0153, 2.2838], [1.5624, -7.5995, 2.3206], [0.6755, -6.6500, 1.4156], [-0.4392, -7.3054, 0.7294], [1.7115, -5.9209, 0.4519], [2.3244, -6.7032, -0.5756], [0.3137, -5.4993, 2.4236], [-0.3501, -4.3379, 1.8977], [1.7311, -9.4412, 1.3650], [1.8474, -9.4450, 3.1369], [0.2668, -9.2367, 2.3558], [1.6177, -7.4200, -0.9964], [3.1910, -7.2280, -0.1710], [2.6500, -6.0240, -1.3590], [-1.1672, -4.6267, 1.2355], [0.3661, -3.7215, 1.3609], [-0.7475, -3.7762, 2.7351]], "forces_ev_per_angstrom": [[-0.1, -0.2, 0.0], [-0.1, 0.5, 0.1], [0.0, -0.3, 0.2], [0.5, 0.4, 0.0], [-0.4, 0.0, 0.1], [0.0, 0.1, 0.0], [0.1, 0.1, 0.3], [-0.3, 0.3, -0.5], [0.3, -0.2, 0.1], [0.1, 0.0, 0.4], [-0.1, -0.4, -0.3], [-0.1, 0.5, -0.4], [-0.2, -0.1, -0.1], [0.2, -0.2, 0.1], [0.5, -0.2, 0.5], [-0.2, 0.1, 0.1], [-0.3, 0.2, 0.1], [0.2, 0.0, -0.1], [0.7, -0.3, -0.2], [-0.1, -0.1, 0.3], [0.1, 0.5, 0.4], [-0.1, 0.2, 0.2], [-0.3, -0.2, 0.0], [-0.3, -0.7, -0.4], [0.5, 0.2, -0.2], [0.2, 0.1, 0.1], [0.1, 0.1, -0.1], [-0.1, 0.0, 0.1], [0.0, -0.2, -0.1], [-0.1, -0.1, -0.1], [-0.2, 0.0, -0.2], [-0.2, -0.2, -0.1], [0.2, 0.1, 0.0], [0.2, -0.1, 0.0], [0.1, 0.1, -0.1], [0.0, -0.2, -0.1], [0.0, -0.2, 0.1], [-0.1, 0.0, 0.2], [-0.2, -0.1, -0.2], [0.1, 0.1, 0.0], [0.1, 0.1, 0.0], [0.0, 0.0, 0.1], [0.1, 0.1, 0.2], [-0.3, 0.1, -0.2], [-0.2, 0.1, 0.0], [0.1, -0.1, 0.1], [0.1, 0.0, -0.1], [-0.1, -0.1, -0.1], [0.1, 0.0, 0.0], [-0.1, 0.1, 0.1], [-0.2, 0.1, 0.1], [-0.1, 0.1, -0.1], [-0.2, 0.1, 0.1], [0.1, -0.1, -0.2], [0.0, -0.1, -0.1], [0.2, 0.0, -0.1], [0.1, 0.1, 0.1], [-0.1, -0.1, 0.0], [0.0, -0.1, 0.1], [-0.1, 0.0, 0.0], [0.0, 0.1, 0.1], [0.0, -0.1, -0.1], [0.0, 0.0, 0.0], [0.0, -0.1, -0.1], [0.1, 0.0, 0.0], [-0.1, 0.0, 0.0], [0.0, 0.0, 0.0], [0.0, 0.1, 0.0], [0.0, 0.0, -0.1], [0.0, 0.0, 0.0], [0.0, 0.0, 0.0], [0.0, 0.0, 0.0], [0.0, 0.0, 0.0], [0.0, 0.0, 0.0], [0.0, -0.1, 0.1]], "smiles": "CCOCCOCCOC[PH3]C(F)(F)CC[Si](C)(C)c1ccccc1.COP(=O)(OC)OC", "fmax_ev_per_a": 0.86, "gap_ev": 9.041}

***

{"formula": "C2H3F3O2S2", "method": "the ωB97M-V functional and the def2-TZVPD basis", "symbols": ["C", "C", "O", "O", "F", "F", "F", "S", "S", "H", "H", "H"], "xyz": [[1.8952, 0.5451, -0.7401], [-1.5556, -1.3299, 0.6222], [-0.8768, 1.0794, -1.1989], [0.8910, 0.2316, 0.3164], [-0.8397, -2.3556, 0.1579], [-1.6310, -1.3537, 1.9611], [-2.7285, -1.3655, 0.0906], [-0.9109, 2.0222, 1.6078], [-0.6266, 0.7508, 0.1464], [1.3093, 0.7491, -1.5494], [2.5484, -0.2830, -1.0681], [2.5255, 1.3094, -0.3459]], "forces_ev_per_angstrom": [[0.2, -1.4, 1.7], [1.7, 1.8, 0.6], [-0.7, 0.4, -1.9], [0.6, -0.5, -0.4], [0.0, 0.9, 0.4], [0.2, -0.1, -1.1], [-1.0, 0.2, -0.4], [-0.1, -1.2, -1.3], [0.7, -1.9, 3.8], [-1.0, 1.4, -2.4], [-0.7, -0.3, 1.0], [0.1, 0.8, 0.0]], "fmax_ev_per_a": 4.31, "gap_ev": [8.858, 8.857], "relative_energy_kj_mol": 146.0}

***

{"formula": "C17H19N", "method": "the ωB97M-V functional and the def2-TZVPD basis", "symbols": ["C", "C", "C", "C", "C", "C", "C", "C", "H", "H", "H", "H", "H", "H", "H", "H", "H", "H", "C", "C", "C", "C", "C", "C", "C", "C", "C", "N", "H", "H", "H", "H", "H", "H", "H", "H", "H"], "xyz": [[-2.4829, 0.0946, 1.6444], [-2.7646, -0.7397, 0.4201], [-1.8161, 1.4269, 1.3722], [-1.8151, 2.0273, 0.1209], [-1.0448, 1.9845, 2.3889], [-1.0419, 3.1662, -0.1059], [-0.3452, 3.1701, 2.1855], [-0.2600, 3.7057, 0.9040], [-3.3959, 0.3254, 2.2089], [-1.8634, -0.4277, 2.3767], [-1.8919, -0.6960, -0.2489], [-2.5326, 1.7553, -0.6440], [-0.9553, 1.5153, 3.3617], [-0.9365, 3.5544, -1.1135], [0.2166, 3.5565, 3.0273], [0.5555, 4.3587, 0.6824], [-3.5020, -0.2984, -0.2536], [-2.9254, -1.7990, 0.5975], [2.3913, -1.3793, 1.6198], [0.9785, -0.7858, -1.7753], [1.6204, -1.6322, -0.8724], [1.6746, -0.9417, 0.3884], [1.0855, 0.2660, 0.1803], [0.7590, -1.1017, -3.1214], [1.1436, -2.3625, -3.5483], [1.7560, -3.2354, -2.6349], [2.0052, -2.9153, -1.3205], [0.5420, 0.3313, -1.0847], [0.0839, -0.4594, -3.6728], [1.0188, -2.5584, -4.6049], [0.1865, 1.1557, -1.5360], [2.1779, -4.1580, -3.0204], [0.9717, 1.0669, 0.8912], [2.7263, -3.4712, -0.7324], [1.8502, -2.1720, 2.1497], [2.4380, -0.5647, 2.3458], [3.3924, -1.7624, 1.4242]], "forces_ev_per_angstrom": [[-0.5, 0.6, 0.6], [1.0, 0.3, -1.3], [0.4, -0.8, 0.1], [-0.7, 1.2, 0.3], [-0.1, 0.9, -0.1], [0.5, -0.3, -0.1], [0.1, -0.7, 0.0], [0.1, -0.7, 0.3], [-0.1, -0.2, -0.2], [0.1, -0.2, -0.2], [0.2, -0.2, 0.4], [0.3, -0.5, -0.1], [-0.3, -0.1, 0.0], [-0.2, 0.1, 0.0], [0.2, 0.2, -0.2], [0.0, 0.9, -0.1], [-0.6, -0.2, 0.5], [-0.4, 0.1, 0.2], [-0.5, -0.2, 0.6], [-0.9, 0.2, -0.4], [0.0, -0.7, 0.0], [0.6, 0.2, -0.2], [-0.4, -0.1, 0.4], [-0.7, -0.5, 0.9], [-0.1, 1.0, 0.3], [0.7, -0.6, -0.7], [0.6, 1.3, -0.1], [0.9, -0.2, -0.4], [0.4, 0.1, -0.5], [0.0, -0.6, 0.1], [0.0, 0.0, 0.2], [-0.2, -0.1, 0.0], [-0.1, 0.1, -0.1], [-0.5, -0.5, 0.1], [0.0, -0.1, -0.2], [0.2, 0.1, -0.1], [0.1, 0.1, -0.1]], "smiles": "Cc1c[nH]c2ccccc12.CCc1ccccc1", "fmax_ev_per_a": 1.60, "gap_ev": 8.551, "relative_energy_kj_mol": 60.9}

***

{"formula": "H23O11", "method": "the ωB97M-V functional and the def2-TZVPD basis", "symbols": ["O", "H", "H", "O", "H", "H", "O", "H", "H", "O", "H", "H", "O", "H", "H", "O", "H", "H", "O", "H", "O", "H", "H", "O", "H", "H", "O", "H", "H", "O", "H", "H", "H", "H"], "xyz": [[-0.3624, -3.6632, 0.9083], [0.4535, -3.2709, 1.2956], [-0.2655, -3.3340, -0.3854], [-3.4093, 1.1491, -2.3072], [-4.3460, 1.3154, -2.5040], [-0.9405, -3.3852, -2.1940], [2.9442, -0.8743, -0.2124], [0.3776, -1.9843, 3.0058], [1.0999, 2.9105, 1.9878], [-0.0563, 1.4803, -4.9161], [0.8481, 1.7055, -4.6583], [2.1518, 0.5741, 0.5424], [-0.9140, 0.6447, 4.7646], [-1.0271, 1.3308, 4.0935], [-0.1211, 0.4914, -4.8766], [-2.7237, -1.3733, -1.5838], [-3.3186, -0.9141, -0.9886], [3.2168, -1.3033, -1.0312], [-0.2274, -2.9680, -1.5380], [3.7480, -1.0050, 0.2903], [1.7655, 1.3774, 0.9481], [2.4967, 1.5062, 1.5738], [-3.2770, 2.0500, -1.9895], [0.0644, 4.0910, -0.9211], [-0.7961, -2.2071, -1.2861], [1.0207, 4.0780, -0.8124], [0.9063, -1.8593, 2.2146], [-0.0356, 3.6838, -1.8022], [1.3510, -1.0184, 2.2706], [1.1534, 3.0941, 2.9469], [1.2544, 2.2310, 3.3371], [-2.6586, -0.7583, -2.3144], [-0.0038, 0.8302, 5.0431], [-0.3692, -4.6248, 1.0989]], "forces_ev_per_angstrom": [[0.3, -0.5, -1.3], [-0.1, 0.4, 0.4], [-0.1, -1.1, -0.1], [-1.2, 1.0, 0.1], [-0.1, -1.0, -0.4], [2.2, 0.5, 1.9], [0.3, -0.5, -0.2], [-0.1, 0.4, 0.3], [-0.2, 0.2, 0.7], [0.0, -1.2, 0.2], [-0.2, -0.2, -0.1], [-0.8, 0.3, -0.8], [0.8, 0.2, -0.4], [-0.4, 0.0, 0.0], [0.3, 1.5, -0.1], [0.7, -0.9, 0.1], [-0.1, 0.1, 0.2], [-0.5, 0.2, -0.4], [-2.8, -0.7, -0.4], [0.3, 0.1, 0.6], [1.2, -1.2, 0.4], [-0.3, 0.8, 0.1], [1.1, 0.1, 0.3], [0.1, -0.5, -0.8], [-0.1, 1.1, -0.4], [0.0, 0.1, 0.2], [0.0, -0.8, -0.2], [-0.2, 0.3, 0.5], [0.1, 0.5, 0.0], [-0.1, 0.4, -0.6], [0.0, -0.4, 0.2], [0.0, 0.5, -0.3], [-0.3, -0.2, 0.3], [0.0, 0.6, -0.3]], "total_charge": 1, "fmax_ev_per_a": 2.95, "gap_ev": 10.106, "relative_energy_kj_mol": 376.5}

***

{"formula": "C2HNO3", "method": "the ωB97M-V functional and the def2-TZVPD basis", "symbols": ["C", "C", "N", "O", "O", "O", "H"], "xyz": [[-1.0487, -0.3212, -0.5577], [-1.2215, 1.0795, -1.4676], [-2.4539, -0.0570, 0.0247], [-3.0590, -1.0676, 0.3603], [-2.7845, 1.0846, 0.2465], [-0.5660, 1.0907, -0.3635], [-0.5476, -1.2258, -0.1957]], "forces_ev_per_angstrom": [[-3.3, 4.4, -0.1], [2.4, -1.5, 1.0], [0.9, -3.2, 2.4], [0.0, 0.7, -0.6], [-0.9, -0.1, -0.6], [0.7, -1.0, -1.5], [0.1, 0.7, -0.6]], "fmax_ev_per_a": 5.55, "gap_ev": 10.504, "relative_energy_kj_mol": 743.3}

***

{"formula": "C6H27ClNO8", "method": "the ωB97M-V functional and the def2-TZVPD basis", "symbols": ["Cl", "C", "O", "C", "C", "N", "C", "C", "O", "C", "H", "H", "H", "H", "H", "H", "H", "H", "H", "H", "H", "H", "H", "H", "H", "O", "H", "H", "O", "H", "H", "O", "H", "H", "O", "H", "H", "O", "H", "H", "O", "H", "H"], "xyz": [[-1.2078, 2.2829, -2.3050], [-1.1630, 0.9696, -0.5059], [-1.7862, 0.7714, 0.7861], [-0.9423, 0.2422, 1.7810], [-0.6100, -1.1775, 1.4154], [0.2746, -1.8336, 2.4004], [1.6127, -2.0410, 1.9458], [2.4129, -2.7767, 3.0525], [3.8067, -3.0994, 2.7672], [4.6031, -3.7967, 3.7954], [-0.8852, 0.0610, -1.0401], [-0.2222, 1.5185, -0.4647], [-1.7854, 1.5044, -1.2232], [-1.4465, 0.3431, 2.7421], [-0.0799, 0.9072, 1.7351], [-0.2468, -1.2106, 0.3882], [-1.5418, -1.7429, 1.4290], [0.3001, -1.1949, 3.1825], [2.0556, -1.1145, 1.5804], [1.6893, -2.6531, 1.0472], [1.9604, -3.7646, 3.1387], [2.3839, -2.2350, 3.9979], [4.4390, -3.1933, 4.6883], [5.6919, -3.7962, 3.7436], [4.2569, -4.8232, 3.9154], [-0.2902, 1.5273, -4.5008], [-0.7908, 1.8231, -3.7405], [0.5217, 2.0330, -4.4652], [-1.7732, 0.1025, -3.7394], [-1.5693, 0.8101, -3.1279], [-1.9364, -0.6576, -3.1811], [0.0515, 4.0214, -0.3245], [-0.5974, 3.7611, 0.3292], [-0.0950, 3.4250, -1.0587], [-3.4049, 0.9703, -1.6634], [-2.5385, 1.3280, -1.8575], [-3.3154, 0.5841, -0.7922], [-3.1080, 3.7262, -3.3852], [-2.3215, 3.2334, -3.1511], [-3.8092, 3.3125, -2.8818], [0.5096, 0.2863, -2.3542], [-0.1484, 0.9709, -2.4752], [1.0455, 0.5951, -1.6236]], "forces_ev_per_angstrom": [[2.6, 9.5, -3.6], [0.3, -2.7, 4.4], [-0.6, 0.2, -0.4], [0.1, 0.7, -1.3], [-0.3, -0.9, 0.7], [-0.6, 0.1, -0.1], [1.9, -0.3, -0.4], [1.1, -1.1, 0.1], [1.3, 0.2, -0.7], [-2.2, 1.4, 0.2], [-0.5, -0.4, 0.8], [-0.1, 0.1, 1.2], [1.2, -1.7, 7.0], [0.0, -0.1, 0.1], [0.7, -0.2, 0.6], [0.4, -0.1, 0.2], [-0.2, 0.1, -0.2], [0.2, -0.1, 0.4], [0.6, 0.4, 0.4], [-0.6, -0.4, 0.0], [-0.6, 0.1, 0.5], [-0.2, 0.1, 0.2], [-0.2, -0.4, 0.6], [-0.1, 0.3, -1.4], [-0.1, 0.0, 0.1], [2.2, 0.4, -3.6], [0.7, 0.8, -2.1], [0.2, 0.3, 0.0], [-1.5, -2.5, -0.6], [-0.9, -1.4, -0.5], [-0.3, -0.2, 0.1], [0.7, 0.7, 0.7], [-0.2, -0.1, 0.1], [-0.2, 0.0, -0.3], [-3.1, -0.9, 0.0], [-3.1, -0.7, -1.8], [-0.3, -0.1, 0.3], [-1.6, 1.4, -0.9], [-0.2, 0.4, -0.5], [-0.2, -0.2, 0.1], [2.7, -2.1, -0.2], [1.1, -0.4, -0.2], [0.2, 0.0, 0.1]], "total_charge": -1, "fmax_ev_per_a": 10.48, "gap_ev": 7.655, "relative_energy_kj_mol": 1005.2}